# C47H104F30N5OP5

A cluster of 10 separate species, C47H104F30N5OP5 in total at a distorted geometry (ωB97M-V with the def2-TZVPD basis set, the OMol25 dataset).

**LUMO level**: -1.17 eV
**Electronic energy**: -187920.8245 eV
**Gap between HOMO and LUMO**: 8.3 eV
**E_HOMO**: -9.4872 eV

Each line ends with the Löwdin charge.
Element x y z (Å)
C (-10.632102, -7.727989, 26.683033)  0.053
C (-10.284170, -7.597198, 25.219972)  -0.384
O (-9.195574, -7.394074, 24.802421)  0.124
N (-11.372070, -7.506870, 24.231144)  0.101
H (-12.151615, -7.036258, 24.710199)  0.095
H (-11.112952, -6.813531, 23.517172)  0.132
C (-11.663441, -8.824132, 23.548727)  0.056
H (-11.131840, -6.839970, 27.063317)  0.086
H (-9.682766, -7.766972, 27.219699)  0.069
H (-11.152167, -8.661901, 26.899392)  0.080
H (-10.901363, -8.875253, 22.771423)  0.067
H (-12.596351, -8.896686, 22.992519)  0.105
H (-11.533804, -9.584361, 24.311591)  0.072
C (-8.428230, -4.390881, 24.879813)  -0.098
C (-7.953185, -2.997364, 25.248146)  -0.241
C (-9.003079, -2.103578, 25.919179)  -0.183
C (-9.442384, -2.621028, 27.269532)  -0.128
N (-10.723395, -1.990178, 27.762768)  -0.169
C (-11.101253, -2.478176, 29.176595)  -0.094
C (-12.599488, -2.298605, 29.226796)  -0.169
C (-13.031113, -2.786284, 27.861880)  -0.145
C (-11.984114, -2.179221, 26.932384)  -0.078
C (-10.443229, -0.489093, 27.892219)  -0.123
C (-9.231713, -0.097069, 28.737999)  -0.230
C (-8.950384, 1.410332, 28.775074)  -0.082
H (-9.386689, -4.343684, 24.367679)  0.080
H (-8.548451, -4.951536, 25.810377)  0.048
H (-7.642341, -4.899599, 24.324441)  0.067
H (-7.688391, -2.500756, 24.308647)  0.109
H (-7.068531, -2.935829, 25.889993)  0.114
H (-9.856360, -2.052922, 25.235806)  0.121
H (-8.571667, -1.101706, 25.983025)  0.110
H (-8.694089, -2.648625, 28.060497)  0.127
H (-9.696331, -3.684805, 27.238385)  0.123
H (-10.559791, -2.002469, 29.985200)  0.122
H (-11.071539, -3.559054, 29.320193)  0.131
H (-12.943792, -1.285689, 29.464469)  0.112
H (-12.901283, -2.865322, 30.111343)  0.129
H (-14.052867, -2.539644, 27.586577)  0.127
H (-12.981100, -3.873423, 27.811168)  0.099
H (-12.340757, -1.224987, 26.547375)  0.135
H (-11.753718, -2.797325, 26.067616)  0.115
H (-11.356021, -0.066951, 28.312445)  0.131
H (-10.337919, -0.153520, 26.862034)  0.125
H (-8.338000, -0.615309, 28.388999)  0.106
H (-9.412960, -0.416705, 29.764225)  0.105
H (-8.601338, 1.800838, 27.821826)  0.076
H (-8.199161, 1.582737, 29.542076)  0.076
H (-9.902739, 1.850802, 29.077480)  0.077
C (-10.302018, -10.280266, 20.037953)  -0.063
C (-10.292630, -11.357484, 18.954503)  -0.223
C (-8.961229, -12.070401, 18.742840)  -0.194
C (-9.067012, -13.072343, 17.639266)  -0.102
N (-7.768438, -13.861780, 17.349516)  -0.203
C (-7.628418, -14.916998, 18.449707)  -0.107
C (-8.333910, -16.161729, 17.936179)  -0.142
C (-7.826251, -16.203269, 16.491450)  -0.119
C (-7.984473, -14.717177, 16.110821)  -0.094
C (-6.551364, -13.018617, 17.215026)  -0.135
C (-6.709862, -11.872500, 16.197876)  -0.218
C (-5.395557, -11.105464, 15.960714)  -0.076
H (-9.839704, -9.349375, 19.725577)  0.060
H (-9.729538, -10.645114, 20.903622)  0.044
H (-11.309833, -10.188074, 20.442757)  0.083
H (-10.582689, -10.790749, 18.062328)  0.123
H (-11.054126, -12.131624, 19.069707)  0.117
H (-8.778337, -12.584938, 19.694658)  0.102
H (-8.151730, -11.351370, 18.605116)  0.111
H (-9.221404, -12.598424, 16.665219)  0.134
H (-9.868989, -13.808339, 17.666993)  0.142
H (-6.559077, -15.102807, 18.577523)  0.132
H (-7.955845, -14.608762, 19.441148)  0.131
H (-8.028622, -17.020110, 18.531435)  0.127
H (-9.400059, -15.983173, 18.075743)  0.123
H (-6.752685, -16.393021, 16.491488)  0.119
H (-8.372966, -16.881608, 15.845240)  0.125
H (-7.353947, -14.353279, 15.304810)  0.127
H (-9.019386, -14.586969, 15.794587)  0.134
H (-5.680639, -13.649962, 17.031681)  0.140
H (-6.329542, -12.595582, 18.196917)  0.131
H (-7.406578, -11.127184, 16.586720)  0.106
H (-7.167931, -12.194971, 15.262532)  0.111
H (-5.065902, -10.613973, 16.872077)  0.066
H (-5.530991, -10.380090, 15.158934)  0.083
H (-4.642726, -11.771217, 15.532432)  0.078
C (-9.348887, -12.154153, 23.452940)  -0.079
C (-7.943496, -11.970649, 22.875052)  -0.242
C (-7.514760, -10.492307, 22.880362)  -0.172
C (-6.039876, -10.311701, 22.468118)  -0.058
N (-5.738229, -8.817294, 22.341980)  -0.203
C (-6.220228, -8.314602, 21.001093)  -0.092
C (-5.104571, -8.620105, 19.954211)  -0.109
C (-3.862785, -8.842184, 20.852413)  -0.148
C (-4.291499, -8.481192, 22.276188)  -0.122
C (-6.352407, -8.002495, 23.457217)  -0.141
C (-5.750217, -8.191921, 24.837640)  -0.205
C (-6.207101, -7.225974, 25.979422)  -0.058
H (-10.057770, -11.773901, 22.717280)  0.071
H (-9.485638, -11.722392, 24.446412)  0.069
H (-9.650955, -13.189838, 23.635112)  0.073
H (-7.921470, -12.422214, 21.881038)  0.084
H (-7.171818, -12.424905, 23.506420)  0.103
H (-7.647559, -10.133997, 23.901875)  0.112
H (-8.159146, -9.859348, 22.265562)  0.088
H (-5.750739, -10.674281, 21.482464)  0.127
H (-5.350161, -10.714250, 23.208798)  0.134
H (-6.291320, -7.229518, 21.033497)  0.117
H (-7.205310, -8.731635, 20.810673)  0.110
H (-4.915652, -7.731942, 19.358936)  0.116
H (-5.324168, -9.472472, 19.316115)  0.089
H (-3.036306, -8.213692, 20.527654)  0.113
H (-3.493708, -9.869637, 20.860546)  0.107
H (-4.057451, -7.422770, 22.391171)  0.148
H (-3.772033, -8.983676, 23.088905)  0.127
H (-7.435502, -8.130389, 23.445540)  0.089
H (-6.287706, -6.958102, 23.140951)  0.136
H (-4.661057, -8.105605, 24.787595)  0.094
H (-5.879084, -9.231848, 25.161089)  0.100
H (-5.603521, -7.527470, 26.834548)  0.080
H (-7.263805, -7.308281, 26.202169)  0.048
H (-5.880079, -6.226054, 25.697802)  0.077
C (-7.449429, -10.877203, 27.796246)  -0.092
C (-8.727489, -11.107954, 28.578328)  -0.222
C (-9.467582, -12.411908, 28.293039)  -0.186
C (-8.871491, -13.667249, 28.865257)  -0.129
N (-9.648560, -14.931476, 28.593117)  -0.186
C (-8.825458, -16.130345, 29.072235)  -0.094
C (-8.516501, -16.899149, 27.816469)  -0.172
C (-9.666741, -16.652766, 26.879203)  -0.147
C (-9.871039, -15.187256, 27.086500)  -0.090
C (-10.990585, -14.943899, 29.329275)  -0.099
C (-10.882741, -15.052358, 30.860743)  -0.212
C (-12.110563, -14.335202, 31.448844)  -0.080
H (-7.563194, -11.169439, 26.744862)  0.060
H (-6.576213, -11.426192, 28.155928)  0.070
H (-7.180684, -9.820024, 27.761102)  0.063
H (-9.477787, -10.322703, 28.464225)  0.109
H (-8.543301, -10.960421, 29.649275)  0.120
H (-9.526794, -12.591470, 27.214717)  0.100
H (-10.511834, -12.343315, 28.606638)  0.105
H (-8.658898, -13.612468, 29.934776)  0.130
H (-7.876632, -13.854874, 28.446321)  0.137
H (-9.413994, -16.801679, 29.694788)  0.125
H (-7.977882, -15.785791, 29.657345)  0.135
H (-8.401976, -17.962538, 28.046995)  0.123
H (-7.549411, -16.662046, 27.364974)  0.123
H (-10.583230, -17.175442, 27.166322)  0.126
H (-9.456206, -16.936885, 25.850990)  0.128
H (-10.818718, -14.706057, 26.835299)  0.126
H (-9.141663, -14.579753, 26.545797)  0.132
H (-11.534869, -15.781650, 28.894087)  0.142
H (-11.526954, -14.045388, 29.026319)  0.117
H (-9.943699, -14.705788, 31.297844)  0.106
H (-10.853112, -16.095478, 31.181337)  0.101
H (-12.936111, -14.315792, 30.733326)  0.082
H (-12.026874, -13.282267, 31.717537)  0.085
H (-12.465375, -14.876826, 32.325260)  0.074
P (-13.029211, -11.483057, 26.443946)  0.180
F (-12.416298, -13.006114, 26.303612)  -0.203
F (-14.521548, -12.132711, 26.321235)  -0.160
F (-13.025871, -11.643017, 28.070231)  -0.183
F (-13.621861, -10.004546, 26.649534)  -0.140
F (-11.488562, -10.934515, 26.462189)  -0.196
F (-13.003867, -11.299379, 24.849265)  -0.154
P (-13.985298, -5.409726, 25.317720)  0.197
F (-14.481462, -5.350783, 26.853071)  -0.142
F (-15.484138, -5.426634, 24.734897)  -0.129
F (-13.972926, -3.800661, 25.168341)  -0.153
F (-13.398412, -5.561866, 23.778555)  -0.172
F (-12.418315, -5.299202, 25.808295)  -0.187
F (-13.904520, -7.023088, 25.421826)  -0.143
P (-14.810125, -10.738996, 20.930059)  0.143
F (-13.758386, -11.584203, 20.035371)  -0.194
F (-14.074938, -9.330668, 20.624429)  -0.178
F (-15.791410, -10.478305, 19.664187)  -0.176
F (-15.863372, -9.992088, 21.879519)  -0.152
F (-15.537410, -12.161923, 21.235395)  -0.181
F (-13.764517, -10.928771, 22.194109)  -0.204
P (-9.404607, -6.479844, 21.009204)  0.199
F (-9.841315, -5.770978, 22.437466)  -0.179
F (-9.795986, -5.077447, 20.296623)  -0.144
F (-7.901211, -5.931448, 21.243718)  -0.167
F (-8.965774, -7.109237, 19.600715)  -0.144
F (-8.973936, -7.847232, 21.817858)  -0.193
F (-10.892766, -7.079603, 20.904342)  -0.122
P (-8.379626, -5.785982, 29.617277)  0.199
F (-8.113370, -5.271859, 28.121845)  -0.146
F (-9.919163, -6.199246, 29.316242)  -0.167
F (-7.965450, -7.327791, 29.249075)  -0.191
F (-8.706024, -6.258582, 31.160858)  -0.201
F (-6.842457, -5.532927, 30.066362)  -0.169
F (-8.781479, -4.276943, 30.180139)  -0.193

Force components x, y, z for each atom (eV/Å):
0.815 -0.553 -0.228
-0.542 0.814 0.853
1.357 -0.423 -0.360
-0.985 0.607 -0.198
-0.568 -0.825 -0.152
0.389 -0.078 -0.067
0.755 0.107 -0.212
-0.465 -0.137 -0.258
0.056 -0.006 -0.102
-0.493 0.235 -0.097
0.216 -0.293 0.238
-0.407 0.375 0.685
-0.364 -0.296 -0.223
0.411 0.092 1.446
-0.002 0.841 -0.332
0.103 -0.126 -0.354
-1.048 -1.731 -0.163
1.046 1.285 1.905
-1.090 -0.361 -0.214
-0.251 0.697 1.078
-0.012 -0.544 0.148
-0.165 -0.400 -0.533
-0.201 -0.016 -0.138
0.239 -0.398 -0.116
-0.742 -0.807 0.134
0.182 -0.180 -0.318
-0.181 -0.222 -0.196
-0.350 -0.089 -0.380
0.118 0.171 0.131
0.134 -0.575 -0.137
-0.110 0.100 0.147
-0.110 0.062 0.125
-0.041 0.644 0.032
-0.048 0.021 -0.469
0.333 0.089 -0.362
1.249 -0.040 -0.718
0.194 0.154 -0.364
-0.485 -0.311 -0.396
0.099 0.211 -0.120
0.088 0.019 0.053
0.376 0.194 0.143
-0.039 -0.184 0.148
0.029 0.138 -0.070
-0.054 0.216 0.053
-0.047 -0.056 0.032
0.155 -0.042 -0.001
-0.129 0.084 -0.023
-0.011 0.231 -0.036
0.275 0.632 -0.082
0.358 -1.385 1.054
-0.451 0.774 -0.911
-0.304 -0.120 1.123
0.955 0.390 -1.947
-0.850 -1.485 0.928
0.952 -0.239 0.457
0.656 0.441 0.292
0.082 1.221 0.636
-0.825 -0.331 -0.766
0.201 1.043 0.172
0.065 0.454 0.363
-0.352 -0.793 -0.789
-0.323 0.119 -0.127
0.111 0.079 -0.058
-0.114 0.546 -0.355
0.061 -0.440 -0.347
-0.192 0.240 0.407
0.255 -0.010 -0.051
-0.004 -0.034 -0.199
-0.211 0.417 0.213
0.070 -0.030 0.698
0.037 -0.066 -0.264
-0.367 0.557 -0.332
-0.142 -0.058 -0.024
-0.146 -0.431 -0.447
-0.071 -0.602 -0.005
0.111 0.094 -0.186
0.150 -0.124 0.092
0.042 0.289 0.001
-0.261 -0.284 -0.479
-0.263 0.077 0.069
-0.166 -0.195 0.157
0.282 -0.234 -0.090
0.234 -0.009 -0.060
-0.220 0.298 0.309
0.252 -0.061 0.489
-0.039 -0.412 0.008
0.228 0.382 0.726
0.108 -0.420 -0.546
-0.130 1.173 0.156
-0.038 1.246 0.304
0.132 0.033 -0.924
0.018 -0.124 1.400
0.413 -0.674 0.111
1.043 -0.459 -0.469
-1.085 1.173 0.285
0.436 -0.550 0.379
0.854 -0.886 -1.073
-0.287 0.272 0.447
-0.012 0.592 -0.245
0.358 -0.185 -0.390
0.279 0.080 -0.089
-0.177 -0.624 -0.112
0.104 -0.029 0.030
-0.001 -0.198 -0.039
-0.352 -0.518 0.041
-0.028 -0.057 0.060
-0.337 -0.210 0.448
0.116 0.151 -0.144
-0.362 -0.101 -0.264
0.011 0.008 -0.055
0.071 -0.048 0.116
-0.109 -0.049 -0.341
-0.963 0.163 0.360
0.121 -0.245 -0.256
0.210 -0.311 0.062
0.425 -0.023 -0.045
0.022 0.235 -0.106
-0.330 -0.016 0.059
-0.246 0.144 0.247
-0.013 0.260 -0.018
-0.439 0.211 0.162
0.123 0.190 -0.746
-0.495 0.211 0.864
-0.585 -0.502 -0.405
1.180 -0.102 0.183
-0.128 -0.626 0.534
-0.233 -0.054 -0.283
1.252 -1.614 -0.058
-0.612 0.052 0.083
-0.301 1.932 0.088
0.666 0.180 -0.245
-0.241 0.189 -0.090
-0.551 -0.305 0.245
-0.195 -0.067 0.001
-0.119 -0.048 0.262
-0.022 0.016 0.276
0.238 0.127 -0.765
0.256 -0.510 0.070
-0.079 0.469 -0.070
0.068 0.306 0.065
-0.524 0.000 0.106
-0.066 -0.014 -0.272
-0.306 0.485 0.144
0.051 0.039 -0.135
-0.140 0.040 0.110
-0.164 0.514 -0.064
0.183 -0.224 0.135
0.033 0.232 -0.039
-0.224 -0.415 -0.058
0.281 -0.213 0.179
-0.058 -0.078 0.182
0.117 0.063 0.008
-0.032 0.590 -0.362
-0.469 -0.110 -0.216
0.005 -0.341 -0.029
0.679 -0.058 -0.013
-0.026 0.142 0.064
-1.728 -0.241 -0.691
0.373 -0.184 0.217
0.736 0.398 0.568
0.375 -0.398 -0.196
0.364 -0.124 -0.184
0.408 0.269 0.515
0.155 -0.134 0.110
-0.906 0.044 -1.425
0.088 0.278 -0.425
0.460 -0.315 0.592
0.033 0.210 0.315
-0.045 0.236 0.431
0.409 -0.178 0.416
0.020 0.083 0.195
-0.529 -0.095 0.992
0.548 0.324 -0.890
0.390 -0.043 -0.381
0.391 -0.366 -0.148
0.079 -0.008 0.223
0.015 0.240 0.196
-0.464 -0.123 -0.233
-1.340 1.774 0.812
0.227 -0.583 -0.082
0.036 -0.826 -0.159
0.454 0.108 0.022
0.093 -0.416 -0.026
0.067 -0.036 -0.187
0.368 0.156 -0.421
-0.118 -1.348 3.639
-0.192 0.082 0.179
-0.002 1.058 -0.984
0.070 0.358 -0.576
0.457 -0.326 -0.152
-0.162 0.389 -0.701
0.014 -0.178 -1.551